77
Properties=species:S:1:pos:R:3:forces:R:3:lowdin_charge:R:1 method="wB97M-V/def2-TZVPD" e_above_lowest_kcal_mol=0.2 multiplicity=1 charge=-2 molar_mass_da=1062.54 total_energy_ev=-128291.7865
K -0.190919 -0.645095 0.593865 -0.0153 -0.1014 0.0074 0.74
I 3.000847 2.943110 -6.453176 0.0000 0.0001 0.0028 0.75
C 2.322504 2.292083 -4.579731 0.0062 -0.0062 -0.0240 -0.76
C 2.355329 0.944135 -4.266220 0.0170 -0.0044 -0.0332 -0.26
C 1.913411 0.530949 -3.022129 0.0024 -0.0731 0.0552 -0.62
I 1.899252 -1.509290 -2.550721 -0.0037 0.1020 -0.0350 1.02
C 1.432709 1.424936 -2.022048 -0.0120 0.0122 0.0257 -0.50
O 1.063688 1.054771 -0.858911 -0.0427 0.0466 -0.1786 -0.25
C 1.384721 2.802035 -2.419953 0.0048 -0.0040 0.0218 -0.17
C 0.757263 3.773717 -1.450209 0.0028 0.0016 -0.0280 -0.18
N -0.666275 3.544022 -1.186294 0.0240 -0.0128 -0.0286 -0.03
C -1.445349 3.430544 -2.417026 0.0189 0.0092 0.0736 -0.18
C -2.919320 3.342981 -2.122783 0.0201 -0.0172 -0.0129 -0.26
C -3.462714 2.177648 -1.580082 -0.0034 0.0206 -0.0010 0.00
C -4.822290 2.120119 -1.333915 0.0247 -0.0006 -0.0050 -0.05
C -5.600126 3.230847 -1.630249 -0.0150 -0.0061 0.0084 -0.08
C -4.973418 4.341923 -2.164201 0.0024 0.0097 -0.0051 -0.17
N -3.666313 4.409699 -2.413678 -0.0156 0.0138 0.0006 0.10
C 1.823273 3.210912 -3.662724 -0.0085 0.0170 0.0282 -0.14
H 2.714956 0.217698 -4.982466 -0.0006 -0.0010 0.0050 0.07
H 0.872764 4.791916 -1.837286 -0.0001 0.0031 0.0014 0.11
H 1.269656 3.717214 -0.487980 -0.0074 0.0011 0.0050 0.12
H -0.735876 2.679387 -0.657048 -0.0092 0.0059 0.0079 0.09
H -1.148768 2.563282 -3.025719 0.0016 -0.0001 -0.0060 0.12
H -1.271335 4.326509 -3.016043 -0.0248 0.0030 -0.0044 0.12
H -2.825743 1.328236 -1.358699 0.0018 -0.0036 0.0001 0.12
H -5.268519 1.224500 -0.921805 -0.0082 0.0007 0.0003 0.09
H -6.667383 3.235090 -1.450863 0.0004 -0.0063 0.0026 0.10
H -5.550466 5.228467 -2.410858 0.0093 0.0056 -0.0004 0.09
H 1.763215 4.262029 -3.924130 -0.0010 0.0014 0.0022 0.09
O -1.799073 1.160661 1.854200 0.0217 -0.0140 0.0223 -0.03
C -2.985018 1.241166 2.099848 -0.0327 0.0881 -0.0238 -0.23
C -4.072291 0.443001 1.552641 0.0184 -0.0550 0.0346 -0.13
C -5.352067 0.792917 1.949736 -0.0307 0.0017 -0.0053 0.02
C -6.462179 0.127300 1.461872 0.0110 0.0025 0.0361 -0.19
C -6.301625 -0.946945 0.557601 0.0079 -0.0138 -0.0112 -0.03
C -5.059588 -1.318209 0.153804 -0.0180 -0.0093 0.0160 -0.01
C -3.855569 -0.645014 0.609200 0.0092 0.0383 -0.0654 -0.40
O -2.733737 -0.977470 0.189017 -0.1052 -0.0396 -0.0312 -0.10
N -7.773223 0.520907 1.876929 -0.0272 0.0522 -0.0275 -0.38
O -7.892404 1.445017 2.675895 0.0102 -0.0204 0.0072 0.02
O -8.739951 -0.076949 1.410869 0.0122 -0.0136 0.0164 0.02
H -3.334590 2.014543 2.818446 -0.0047 0.0059 -0.0031 0.12
H -5.494380 1.613782 2.642148 0.0015 -0.0013 0.0024 0.12
H -7.184152 -1.456782 0.197151 0.0002 0.0011 -0.0006 0.11
H -4.919651 -2.135394 -0.542287 0.0101 0.0007 0.0024 0.11
N 1.914833 -0.581139 2.461943 0.1419 0.0264 0.1206 0.15
C 2.798793 -0.787217 1.744819 -0.0611 -0.0371 -0.0738 -0.32
N 3.762433 -1.014294 0.854907 0.0126 0.0642 0.0557 -0.07
C 4.943491 -1.758287 1.304615 -0.0013 -0.0240 -0.0257 -0.12
C 5.958049 -0.800590 1.901841 -0.0195 -0.0096 -0.0014 -0.19
O 6.291702 0.240263 0.993573 0.0102 0.0036 0.0016 -0.14
C 5.139181 0.990041 0.625923 -0.0029 0.0025 -0.0019 -0.18
C 4.094434 0.111629 -0.033940 0.0175 -0.0544 0.0403 -0.14
H 5.362181 -2.250434 0.423680 0.0097 -0.0010 0.0054 0.13
H 4.645094 -2.526704 2.014308 -0.0075 0.0056 0.0040 0.09
H 6.885653 -1.321561 2.138743 0.0020 0.0010 0.0039 0.12
H 5.551061 -0.367746 2.826995 0.0045 0.0045 -0.0010 0.13
H 5.476342 1.768358 -0.058571 0.0000 -0.0006 -0.0001 0.13
H 4.710337 1.466678 1.518827 0.0004 0.0029 0.0012 0.13
H 4.487375 -0.315955 -0.958623 -0.0032 0.0063 -0.0033 0.11
H 3.178298 0.657731 -0.262246 0.0142 -0.0022 0.0058 0.10
F 2.934325 -6.216443 -0.282958 0.0164 0.0024 0.0073 0.13
C 2.332182 -5.045900 -0.503143 -0.0170 0.0052 0.0003 -0.68
F 3.250103 -4.179773 -0.940426 0.0166 -0.0108 0.0101 0.08
F 1.426624 -5.216717 -1.473464 0.0077 0.0043 0.0060 0.12
S 1.498923 -4.432846 1.023533 -0.0908 0.0319 0.1343 0.57
O 0.924141 -3.181901 0.617260 0.0403 -0.0394 -0.0665 -0.37
O 0.627830 -5.499123 1.412510 0.0214 -0.0378 -0.0231 -0.27
N 2.724233 -4.143512 1.971902 0.0186 0.0065 -0.0628 -0.29
S 3.306577 -5.110842 3.068786 0.0042 -0.0131 0.0127 0.57
O 3.030214 -6.507313 2.912071 -0.0153 -0.0168 -0.0091 -0.28
O 4.650531 -4.699173 3.367936 0.0047 0.0311 0.0055 -0.30
C 2.351496 -4.608494 4.566110 0.0122 0.0120 0.0096 -0.68
F 1.044035 -4.782242 4.382504 -0.0024 0.0141 0.0094 0.13
F 2.726853 -5.354313 5.617782 0.0235 -0.0049 -0.0179 0.11
F 2.573404 -3.329086 4.868815 -0.0108 -0.0128 -0.0024 0.13